(1)
{
  "formula": "C5H11O3",
  "method": "ωB97M-V with the def2-TZVPD basis set",
  "relative_energy_kj_mol": 53.3,
  "e_tot_ha": -422.89338,
  "homo_energy_ev": -4.40,
  "multiplicity": 1,
  "total_charge": -1,
  "elements": ["C", "C", "O", "O", "H", "H", "H", "C", "C", "C", "O", "H", "H", "H", "H", "H", "H", "H", "H"],
  "xyz": [[0.3454, -0.3567, -3.1740], [0.2512, 0.5713, -1.9436], [-0.3054, 1.6681, -2.1385], [0.6994, 0.1841, -0.8286], [1.3746, -0.5148, -3.4737], [-0.3139, 0.1111, -3.8931], [-0.1529, -1.2701, -2.8331], [-0.4457, -0.7037, 2.0926], [0.7503, -0.1837, 2.9456], [-1.2629, 0.5003, 1.5636], [0.0626, -1.4900, 1.0398], [-1.1137, -1.3517, 2.6725], [1.2706, 0.4677, 2.2334], [-0.5718, 1.0993, 0.9704], [-1.9689, 0.1126, 0.8369], [-1.6455, 1.0143, 2.4452], [0.4329, -0.9552, 0.3020], [1.5303, -0.9062, 3.1780], [0.3126, 0.3492, 3.7924]],
  "lowdin_charge": [-0.04, -0.75, -0.08, -0.10, 0.06, 0.05, 0.06, -0.51, -0.07, -0.07, -0.10, 0.12, 0.07, 0.06, 0.08, 0.07, 0.02, 0.06, 0.06]
}



(2)
{
  "formula": "C5H11O3",
  "method": "ωB97M-V with the def2-TZVPD basis set",
  "relative_energy_kj_mol": 65.8,
  "e_tot_ha": -422.88860,
  "homo_energy_ev": -4.37,
  "multiplicity": 1,
  "total_charge": -1,
  "elements": ["C", "C", "O", "O", "H", "H", "H", "C", "C", "C", "O", "H", "H", "H", "H", "H", "H", "H", "H"],
  "xyz": [[1.4820, 2.9831, 0.6409], [0.2675, 2.3782, -0.1629], [-0.8380, 2.6404, 0.3542], [0.5133, 1.6983, -1.1861], [1.9391, 2.1386, 1.1908], [1.0964, 3.5553, 1.4804], [2.2275, 3.4194, -0.0028], [-0.4383, -1.1372, -0.0487], [-1.5200, -1.8846, 0.7249], [0.4511, -2.0933, -0.8391], [-1.1866, -0.4604, -1.0647], [0.2049, -0.4483, 0.4950], [-1.2633, -2.5955, 1.5021], [-0.0537, -2.8226, -1.4733], [1.2702, -1.6782, -1.4198], [0.9824, -2.6978, -0.0612], [-0.8335, 0.4576, -1.2386], [-2.1330, -2.3113, -0.0779], [-2.1677, -1.1417, 1.1869]],
  "lowdin_charge": [-0.05, -0.77, -0.08, -0.09, 0.05, 0.05, 0.04, -0.48, -0.07, -0.09, -0.11, 0.13, 0.06, 0.07, 0.07, 0.07, 0.06, 0.08, 0.07]
}



(3)
{
  "formula": "C5H11O3",
  "method": "ωB97M-V with the def2-TZVPD basis set",
  "relative_energy_kj_mol": 222.1,
  "e_tot_ha": -422.82907,
  "homo_energy_ev": -4.54,
  "multiplicity": 1,
  "total_charge": -1,
  "elements": ["C", "C", "O", "O", "H", "H", "H", "C", "C", "C", "O", "H", "H", "H", "H", "H", "H", "H", "H"],
  "xyz": [[0.4395, -0.8752, -1.7599], [1.2953, -1.2022, -0.4646], [1.2559, -0.3758, 0.4763], [1.8462, -2.3211, -0.4752], [1.2739, -0.7581, -2.4391], [0.0252, 0.1385, -1.6309], [-0.1715, -1.7782, -1.9044], [-1.4069, 1.2453, 0.7276], [-0.5086, 2.2322, -0.2742], [-1.9397, -0.0199, 0.1272], [-0.5618, 0.8790, 1.8251], [-1.9224, 2.0169, 1.2884], [-0.6878, 3.2181, -0.1725], [-1.4805, -0.8006, 0.7439], [-3.0221, -0.0503, 0.3494], [-1.5055, -0.1429, -0.7969], [0.0678, 0.3623, 1.2034], [-0.7710, 2.0311, -1.2444], [0.5938, 2.0241, -0.1428]],
  "lowdin_charge": [-0.04, -0.73, -0.08, -0.08, 0.05, 0.03, 0.08, -0.43, -0.03, -0.05, -0.15, 0.11, 0.00, 0.10, 0.09, 0.00, 0.02, 0.01, 0.09]
}



(4)
{
  "formula": "C5H11O3",
  "method": "ωB97M-V with the def2-TZVPD basis set",
  "relative_energy_kj_mol": 57.8,
  "e_tot_ha": -422.89166,
  "homo_energy_ev": -4.37,
  "multiplicity": 1,
  "total_charge": -1,
  "elements": ["C", "C", "O", "H", "H", "H", "H", "H", "H", "C", "C", "C", "O", "O", "H", "H", "H", "H", "H"],
  "xyz": [[1.4253, -0.9607, -2.0934], [2.2856, 0.0835, -1.4243], [0.0949, -1.0948, -1.5944], [1.2866, -0.7197, -3.1540], [1.8933, -1.9542, -2.0047], [3.2943, 0.0212, -1.8353], [0.1206, -0.9915, -0.6033], [2.3877, -0.1128, -0.3513], [1.7983, 1.0603, -1.3957], [-1.9057, 0.0740, 1.2753], [-1.8011, 1.5925, 1.2284], [-0.5861, -0.5722, 1.8212], [-0.6080, -0.9879, 2.9921], [0.3917, -0.5918, 1.0173], [-2.6603, -0.2439, 1.9993], [-2.1169, -0.5127, 0.3774], [-2.0461, 2.0020, 2.2101], [-2.4854, 2.0186, 0.4937], [-0.7687, 1.8902, 1.0417]],
  "lowdin_charge": [-0.35, -0.11, -0.14, 0.10, 0.10, 0.06, 0.03, 0.06, 0.07, -0.19, -0.12, -0.71, -0.06, -0.10, 0.09, 0.09, 0.06, 0.05, 0.07]
}